DFT (wB97M-V/def2-TZVPD) results for a molecular structure, C2H2P2S2.

XYZ file:
```
8
Properties=species:S:1:pos:R:3
C 0.449 1.037 0.628
C -1.735 0.469 -0.825
P 0.617 -0.663 1.011
P -1.233 -0.970 -0.136
S -4.093 -0.526 0.576
S -0.827 1.806 -0.212
H 1.210 1.667 1.035
H -2.088 -1.862 -0.707
```

* gap between HOMO and LUMO (spin up / spin down): 6.7847 / 6.9110 eV
* ΔE to the lowest compared entry with this formula, charge and spin: 590.33 kJ/mol
* LUMO level (spin up / spin down): -2.1 / -1.9 eV

---

DFT (wB97M-V/def2-TZVPD) results for C22H30N6O2 in the gas phase.

XYZ file:
```
60
Properties=species:S:1:pos:R:3
C 2.486 -3.114 2.971
C 3.376 -1.877 2.891
C 3.722 -1.475 1.449
C 2.907 -0.288 0.936
C 1.407 -0.588 0.873
N 0.659 0.540 0.372
C 0.219 0.904 -0.862
N 0.374 0.248 -2.026
C -0.429 0.664 -3.159
C -0.809 -0.585 -3.991
N -0.846 -1.812 -3.235
C -2.048 -2.082 -2.464
C -2.317 -1.217 -1.252
C -1.826 -1.566 0.000
C -2.079 -0.775 1.107
C -2.837 0.376 0.979
C -3.347 0.724 -0.259
C -3.090 -0.067 -1.364
C 0.427 -2.114 -2.604
C 1.259 -0.842 -2.342
N -0.477 2.046 -0.841
C -0.486 2.432 0.447
C 0.216 1.538 1.237
C 0.321 1.691 2.644
O 0.879 0.979 3.462
N -0.355 2.848 3.050
C -1.060 3.772 2.307
O -1.605 4.722 2.827
N -1.103 3.536 0.951
C -1.813 4.438 0.074
H 2.981 -3.971 2.517
H 2.274 -3.355 4.010
H 1.539 -2.956 2.462
H 2.884 -1.043 3.393
H 4.298 -2.087 3.436
H 3.576 -2.331 0.785
H 4.776 -1.198 1.392
H 3.052 0.561 1.606
H 3.271 0.004 -0.054
H 1.049 -0.763 1.888
H 1.198 -1.473 0.271
H 0.131 1.374 -3.781
H -1.306 1.176 -2.766
H -1.783 -0.432 -4.458
H -0.076 -0.729 -4.792
H -2.887 -1.990 -3.160
H -1.989 -3.130 -2.151
H -1.258 -2.479 0.119
H -1.690 -1.060 2.074
H -3.039 0.991 1.844
H -3.956 1.611 -0.363
H -3.509 0.202 -2.324
H 0.246 -2.645 -1.669
H 0.998 -2.781 -3.265
H 1.805 -0.569 -3.254
H 1.992 -1.004 -1.558
H -0.337 3.038 4.046
H -2.486 3.864 -0.561
H -1.108 4.978 -0.558
H -2.368 5.139 0.695
```

* gap between HOMO and LUMO: 8.1473 eV
* SMILES: CCCCCn1c(N2CCN(Cc3ccccc3)CC2)nc2c1c(=O)[nH]c(=O)n2C
* ΔE to the lowest compared entry with this formula, charge and spin: 20.19 kJ/mol
* LUMO level: 0.6 eV

---

DFT (wB97M-V/def2-TZVPD) results for C20H20N4O4 in the gas phase.

XYZ file:
```
48
Properties=species:S:1:pos:R:3
C 2.982 -3.375 -2.117
N 2.878 -2.063 -1.386
N 3.987 -1.389 -1.087
C 3.705 -0.415 -0.330
C 4.789 0.404 0.151
C 4.480 1.366 1.152
C 5.471 2.283 1.625
C 6.783 2.255 1.180
C 7.014 1.317 0.194
C 6.146 0.387 -0.362
C 2.270 -0.368 0.020
C 1.711 -1.419 -0.810
C 0.243 -1.750 -0.819
O -0.136 -2.694 -1.477
N -0.636 -1.169 0.123
C -1.973 -1.557 0.537
C -3.014 -1.202 -0.488
C -2.930 0.315 -0.880
C -4.131 0.967 -1.644
O -4.226 0.935 -2.908
C -5.162 1.611 -0.726
C -5.970 2.723 -0.777
C -6.800 2.695 0.490
C -6.402 1.600 1.166
N -5.512 0.926 0.409
C -2.224 -1.042 2.013
O -3.302 -0.976 2.486
O -1.135 -0.685 2.714
H 2.053 -3.902 -2.041
H 3.826 -3.988 -1.945
H 3.076 -3.124 -3.167
H 3.487 1.329 1.587
H 5.182 3.025 2.374
H 7.524 2.977 1.346
H 8.052 1.213 -0.181
H 6.548 -0.360 -1.035
H 1.689 0.187 0.802
H -0.211 -0.303 0.509
H -1.937 -2.671 0.616
H -2.584 -1.611 -1.425
H -4.128 -1.537 -0.249
H -2.020 0.510 -1.470
H -2.748 0.856 0.101
H -5.977 3.471 -1.563
H -7.498 3.482 0.731
H -6.689 1.317 2.178
H -5.143 0.027 0.722
H -1.412 -0.580 3.664
```

* gap between HOMO and LUMO: 8.6973 eV
* SMILES: Cn1nc(-c2ccccc2)cc1C(=O)N[C@H](CCC(=O)c1ccc[nH]1)C(=O)O
* ΔE to the lowest compared entry with this formula, charge and spin: 407.09 kJ/mol
* LUMO level: 0.2 eV

---

DFT (wB97M-V/def2-TZVPD) results for 2 unconnected molecules or ions with the total composition C7H8Br2N2O4.

XYZ file:
```
23
Properties=species:S:1:pos:R:3
N -4.501 -2.308 -0.193
C -3.754 -1.541 0.279
C -2.970 -0.477 0.901
O -3.261 -0.379 2.244
C -1.460 -0.733 0.714
O -1.109 -0.853 -0.624
C -0.772 0.470 1.428
O -0.665 0.508 2.639
Br -1.074 2.111 0.422
H -3.330 0.488 0.515
H -2.597 -0.737 2.879
H -1.070 -1.710 0.965
H -0.608 -0.088 -1.002
C 2.346 0.700 -1.797
O 1.223 0.737 -0.894
C 1.542 0.413 0.388
Br 2.317 -1.330 0.639
C 1.684 1.215 1.473
N 1.516 1.468 2.639
H 1.837 0.637 -2.873
H 3.062 -0.117 -1.732
H 2.858 1.628 -1.798
H 0.632 1.181 3.069
```

* gap between HOMO and LUMO: 8.9339 eV
* SMILES: N#C[C@@H](O)[C@@H](O)C(=O)Br.COC(Br)=C=N
* ΔE to the lowest compared entry with this formula, charge and spin: 62.41 kJ/mol
* LUMO level: -0.4 eV

---

DFT (wB97M-V/def2-TZVPD) results for 2 unconnected molecules or ions with the total composition C10H15BF3N2O3.

XYZ file:
```
34
Properties=species:S:1:pos:R:3
C 2.039 1.946 -0.170
C 0.592 1.885 0.355
B -0.369 2.953 -0.241
O 0.102 4.131 -0.794
C -1.981 2.793 -0.280
C -2.596 3.901 0.401
N -3.090 4.787 0.943
C -2.535 1.444 0.250
C -2.722 0.518 -0.846
N -2.828 -0.185 -1.749
H 2.206 2.809 -0.812
H 2.276 1.046 -0.720
H 2.744 2.005 0.652
H 0.594 1.946 1.446
H 0.183 0.898 0.129
H 0.147 4.089 -1.756
H -2.244 2.886 -1.335
H -1.848 0.982 0.957
H -3.484 1.570 0.765
C -0.764 -2.484 -0.571
C -0.452 -3.083 0.797
O 0.686 -3.901 0.887
C 1.976 -3.198 1.086
O 1.976 -2.224 1.931
C 2.547 -2.748 -0.296
F 2.318 -3.614 -1.322
F 3.898 -2.647 -0.207
F 2.127 -1.540 -0.735
H -0.610 -3.220 -1.362
H -1.801 -2.156 -0.597
H -0.138 -1.621 -0.790
H -1.291 -3.732 1.077
H -0.390 -2.294 1.557
H 2.626 -4.083 1.308
```

* net charge: -1
* gap between HOMO and LUMO: 5.9931 eV
* LUMO level: 2.1 eV

---

DFT (wB97M-V/def2-TZVPD) results for 15 unconnected molecules or ions with the total composition C29H88O15.

XYZ file:
```
132
Properties=species:S:1:pos:R:3
C 26.995 -2.945 -35.508
O 26.542 -3.490 -34.282
H 26.489 -2.022 -35.788
H 28.059 -2.711 -35.469
H 26.818 -3.659 -36.313
H 26.960 -4.318 -34.036
C 23.854 -2.595 -44.201
O 22.923 -1.551 -44.287
H 23.546 -3.245 -43.382
H 23.932 -3.214 -45.095
H 24.882 -2.266 -44.049
H 22.840 -1.168 -43.411
C 24.044 2.501 -39.965
O 23.986 1.081 -39.767
H 25.028 2.720 -40.380
H 23.306 2.945 -40.633
H 24.012 2.922 -38.960
H 24.658 0.823 -39.131
C 28.061 -7.442 -40.582
O 28.404 -6.169 -40.073
H 27.850 -7.472 -41.651
H 28.924 -8.104 -40.503
H 27.257 -7.939 -40.040
H 27.608 -5.639 -39.980
C 23.245 -5.838 -41.591
O 23.099 -5.645 -40.182
H 23.123 -6.905 -41.777
H 22.624 -5.196 -42.217
H 24.244 -5.647 -41.981
H 22.307 -5.143 -39.973
C 21.031 -2.617 -40.475
O 20.859 -3.841 -39.781
H 20.117 -2.335 -40.996
H 21.133 -1.821 -39.738
H 21.898 -2.570 -41.134
H 20.700 -3.635 -38.857
C 23.224 -1.894 -37.371
O 22.530 -2.182 -36.221
H 23.071 -0.886 -37.757
H 24.280 -2.015 -37.128
H 22.918 -2.607 -38.136
H 23.061 -2.093 -35.426
C 22.029 0.556 -42.315
O 22.964 -0.349 -41.870
H 22.551 1.123 -43.086
H 21.128 0.118 -42.745
H 21.699 1.112 -41.438
H 23.469 0.032 -41.148
C 27.894 -0.846 -43.004
C 27.401 0.573 -43.165
C 25.871 0.676 -43.051
O 27.887 1.378 -42.149
H 28.946 -0.938 -43.273
H 27.433 -1.581 -43.664
H 27.876 -1.198 -41.973
H 27.698 0.931 -44.151
H 25.447 1.679 -43.101
H 25.561 0.271 -42.087
H 25.471 0.075 -43.867
H 28.808 1.206 -41.941
C 29.186 -4.370 -44.432
C 27.933 -5.177 -44.551
C 26.902 -4.938 -43.474
O 27.390 -4.708 -45.762
H 29.849 -4.779 -43.670
H 28.920 -3.361 -44.118
H 29.834 -4.381 -45.309
H 28.239 -6.223 -44.544
H 26.105 -5.679 -43.544
H 26.398 -3.975 -43.394
H 27.436 -4.994 -42.526
H 26.581 -5.181 -45.974
C 22.299 -9.200 -38.933
C 23.230 -9.489 -40.129
C 24.665 -8.940 -40.070
O 23.190 -10.939 -40.246
H 21.259 -9.348 -39.226
H 22.426 -8.150 -38.672
H 22.561 -9.882 -38.124
H 22.735 -9.089 -41.014
H 25.042 -9.205 -39.083
H 24.594 -7.854 -40.114
H 25.225 -9.234 -40.958
H 23.748 -11.071 -41.016
C 31.436 -4.162 -38.994
C 31.619 -4.525 -40.476
C 31.693 -6.005 -40.619
O 30.469 -4.127 -41.154
H 31.344 -3.088 -38.835
H 32.260 -4.564 -38.405
H 30.522 -4.574 -38.567
H 32.505 -4.037 -40.883
H 31.462 -6.407 -41.606
H 31.065 -6.546 -39.913
H 32.702 -6.382 -40.450
H 29.743 -4.679 -40.856
C 27.651 0.819 -39.084
C 27.029 0.743 -37.719
C 26.753 2.196 -37.181
O 25.769 0.142 -37.824
H 27.102 1.535 -39.695
H 27.766 -0.127 -39.613
H 28.656 1.232 -38.998
H 27.695 0.243 -37.014
H 26.019 2.731 -37.784
H 27.715 2.708 -37.193
H 26.467 2.298 -36.134
H 25.348 0.410 -37.004
C 27.353 -3.070 -38.975
C 25.926 -3.642 -39.321
C 25.169 -2.668 -40.166
O 26.044 -4.856 -40.010
H 27.186 -2.085 -38.538
H 27.946 -2.824 -39.855
H 27.960 -3.668 -38.295
H 25.373 -3.724 -38.385
H 24.133 -2.967 -40.322
H 25.591 -2.470 -41.151
H 25.098 -1.702 -39.667
H 25.133 -5.103 -40.184
C 23.457 -5.287 -35.261
C 24.077 -6.634 -35.718
C 25.119 -6.576 -36.904
O 24.643 -7.277 -34.597
H 24.266 -4.651 -34.900
H 22.807 -5.421 -34.396
H 22.881 -4.812 -36.056
H 23.281 -7.299 -36.053
H 24.811 -5.869 -37.675
H 25.315 -7.534 -37.387
H 26.065 -6.209 -36.507
H 24.167 -7.106 -33.781
```

* gap between HOMO and LUMO: 9.7714 eV
* ΔE to the lowest compared entry with this formula, charge and spin: 148.14 kJ/mol
* LUMO level: 0.1 eV

---

DFT (wB97M-V/def2-TZVPD) results for 2 unconnected molecules or ions with the total composition C5H10O.

XYZ file:
```
16
Properties=species:S:1:pos:R:3
C 3.102 -0.115 0.054
C 1.828 0.340 0.181
C 1.126 1.160 -0.906
H 3.342 -1.185 0.193
H 3.796 0.502 -0.512
H 1.380 -0.098 1.031
H 0.415 0.464 -1.438
H 1.918 1.549 -1.539
H 0.578 2.014 -0.448
C -1.822 -1.398 -0.555
C -1.866 -0.711 0.598
O -2.324 0.596 0.693
H -1.869 -2.479 -0.490
H -1.765 -0.887 -1.523
H -1.688 -1.228 1.541
H -1.728 0.921 1.406
```

* gap between HOMO and LUMO: 9.6585 eV
* SMILES: C=CC.C=CO
* ΔE to the lowest compared entry with this formula, charge and spin: 311.04 kJ/mol
* LUMO level: 0.8 eV

---

DFT (wB97M-V/def2-TZVPD) results for C4H4O in the gas phase.

XYZ file:
```
9
Properties=species:S:1:pos:R:3
C 1.161 0.880 -1.680
C 0.511 0.282 -0.852
C -0.214 -0.413 0.204
C -1.444 0.237 0.762
O -1.228 0.728 1.861
H 1.808 1.335 -2.408
H 0.491 -0.722 0.994
H -0.876 -1.237 -0.285
H -2.300 0.505 0.112
```

* gap between HOMO and LUMO: 10.3722 eV
* SMILES: C#CCC=O
* ΔE to the lowest compared entry with this formula, charge and spin: 225.39 kJ/mol
* LUMO level: 0.7 eV

---

Calculated E in order - -1556.2715; -1335.4133; -1294.0399; -5829.8686; -1049.7906; -2286.1103; -271.6341; -229.9421 a.u.
Calculated molar mass in order - 152.12; 410.52; 380.40; 343.96; 279.05; 677.01; 86.13; 68.08 g mol⁻¹
Calculated F_max in order - 0.036; 0.027; 0.089; 0.080; 0.018; 0.047; 0.048; 0.097 Eh/bohr